(1)
DFT (wB97M-V/def2-TZVPD) results for a structure of composition C41H57I2LuN7O7PS2Si.

```
119
C41H57I2LuN7O7PS2Si (wB97M-V/def2-TZVPD)
Lu -0.173 -0.223 0.358
S 2.408 -0.298 -4.119
C 1.338 1.051 -4.341
C 1.326 1.999 -5.349
C 0.338 2.968 -5.324
C -0.641 2.967 -4.335
C -0.631 2.020 -3.332
C 0.384 1.068 -3.301
N 0.537 0.093 -2.363
C 1.487 -0.731 -2.642
C 1.806 -1.907 -1.892
C 2.537 -2.929 -2.513
C 2.831 -4.081 -1.823
C 2.395 -4.198 -0.507
C 1.668 -3.183 0.087
C 1.327 -1.972 -0.551
H 2.068 1.974 -6.134
H 0.326 3.732 -6.088
H -1.418 3.715 -4.343
H -1.399 1.976 -2.584
H 2.836 -2.817 -3.552
H 3.371 -4.889 -2.303
H 2.630 -5.102 0.048
H 1.346 -3.323 1.111
C -0.694 -3.469 3.245
C -1.764 -3.145 2.239
C -3.060 -3.584 2.452
C -4.006 -3.336 1.460
C -3.605 -2.784 0.275
C -2.244 -2.407 0.088
N -1.380 -2.505 1.139
N -1.720 -1.976 -1.054
Si -2.437 -2.211 -2.572
C -1.199 -2.036 -4.015
C -3.069 -4.028 -2.775
C -3.925 -1.117 -3.134
H -0.380 -4.507 3.104
H -1.068 -3.358 4.261
H 0.167 -2.826 3.087
H -3.336 -4.067 3.379
H -5.045 -3.601 1.621
H -4.307 -2.603 -0.524
H -0.250 -2.509 -3.791
H -1.016 -0.994 -4.246
H -1.601 -2.505 -4.909
H -2.228 -4.705 -2.887
H -3.709 -4.144 -3.645
H -3.625 -4.356 -1.904
H -3.708 -0.067 -2.970
H -4.846 -1.350 -2.604
H -4.125 -1.250 -4.194
I -0.401 2.943 0.513
I -2.711 3.981 -0.868
S 2.733 4.683 3.472
C 1.945 3.842 2.380
N 1.471 3.259 1.479
C 4.465 -0.474 3.548
C 3.967 0.974 3.513
C 4.980 1.872 2.790
C 3.815 1.476 4.955
O 2.770 1.095 2.759
P 1.402 0.255 2.954
O 0.327 0.905 2.144
O 1.577 -1.195 2.648
O 1.197 0.581 4.530
C 0.328 -0.099 5.414
C 0.199 0.807 6.648
C -1.043 -0.311 4.785
C 0.975 -1.429 5.815
H 5.221 -0.587 4.324
H 4.892 -0.760 2.590
H 3.625 -1.129 3.754
H 5.970 1.755 3.228
H 4.670 2.911 2.878
H 5.010 1.606 1.737
H 4.805 1.647 5.377
H 3.286 0.747 5.561
H 3.255 2.404 4.969
H -0.185 1.779 6.349
H 1.172 0.954 7.115
H -0.479 0.353 7.367
H -1.489 0.648 4.532
H -1.707 -0.837 5.469
H -0.959 -0.884 3.866
H 1.898 -1.235 6.363
H 1.210 -1.994 4.919
H 0.300 -2.005 6.444
C 2.211 3.477 -1.715
N 3.349 2.660 -1.366
C 4.606 3.374 -1.433
C 5.801 2.504 -1.057
C 5.441 1.063 -1.393
N 4.284 0.701 -0.610
C 4.218 -0.659 -0.135
C 3.158 1.471 -0.716
O 2.054 1.109 -0.318
H 1.984 4.224 -0.949
H 1.344 2.838 -1.847
H 2.414 3.986 -2.661
H 4.554 4.253 -0.775
H 4.720 3.735 -2.466
H 6.004 2.574 0.013
H 6.692 2.826 -1.600
H 6.256 0.382 -1.135
H 5.234 0.967 -2.470
H 5.136 -0.886 0.414
H 4.124 -1.367 -0.965
H 3.356 -0.775 0.520
O -2.033 0.663 -0.854
C -2.858 0.536 0.062
C -4.355 0.726 -0.107
C -4.836 0.751 1.329
C -3.617 0.230 2.115
O -3.668 -0.102 3.282
N -2.515 0.229 1.316
H -4.740 -0.139 -0.646
H -4.564 1.625 -0.683
H -5.708 0.127 1.522
H -5.054 1.765 1.668
```

Results
HOMO level ... -2.198 eV
Net charge ... -2
F_max ... 0.046 Eh/bohr
2S+1 ... 1
Energy above the lowest of the compared OMol25 structures with the same formula, charge and spin ... 1.5016 eV
Molecular weight ... 1311.92 g/mol

Mulliken population analysis, charges in e, atoms 1 to 8:
1 Lu 2.00
2 S -0.75
3 C 0.93
4 C -0.59
5 C -0.65
6 C -0.83
7 C 0.16
8 C -2.16

---

(2)
DFT (wB97M-V/def2-TZVPD) results for a structure of composition C11H18Cl4OPb.

```
35
C11H18Cl4OPb (wB97M-V/def2-TZVPD)
C -0.695 0.759 -1.326
C -1.512 -0.386 -1.119
C -0.675 -1.518 -0.926
C -2.977 -0.375 -1.243
C 0.667 -1.068 -0.997
C 0.654 0.341 -1.196
C 1.845 1.192 -1.324
C -1.151 2.106 -1.750
C -1.172 -2.904 -0.836
C 1.832 -1.955 -0.888
Pb -0.937 0.337 3.281
Cl -3.163 -0.298 2.020
Cl -0.728 2.229 1.665
Cl 0.295 -1.577 2.275
H -3.419 0.577 -0.928
H -3.430 -1.129 -0.603
H -3.294 -0.570 -2.280
H -2.000 -2.963 -0.115
H -0.356 -3.538 -0.486
H -1.515 -3.261 -1.823
H 1.779 -2.577 0.012
H 2.745 -1.370 -0.839
H 1.904 -2.615 -1.760
H 2.753 0.632 -1.102
H 1.800 2.028 -0.628
H 1.934 1.600 -2.333
H -2.047 2.399 -1.185
H -1.410 2.096 -2.825
H -0.353 2.850 -1.593
O 2.465 1.819 2.143
H 2.392 2.678 1.778
Cl 2.021 1.360 5.793
C 1.706 1.070 4.170
H 2.158 2.016 3.181
H 1.884 0.015 3.790
```

Results
HOMO level (spin up / spin down) ... 1.015 / 1.154 eV
Net charge ... -2
F_max ... 0.050 Eh/bohr
2S+1 ... 1
Energy above the lowest of the compared OMol25 structures with the same formula, charge and spin ... 0.2294 eV
Molecular weight ... 515.28 g/mol

Mulliken population analysis, charges in e, atoms 1 to 8:
1 C 0.13
2 C 0.84
3 C 0.38
4 C -1.69
5 C 0.26
6 C 1.17
7 C -1.65
8 C -1.58

---

(3)
DFT (wB97M-V/def2-TZVPD) results for a cluster of 4 separate species, C2H11NO4 in total.

```
18
C2H11NO4 (wB97M-V/def2-TZVPD)
C 0.188 1.156 -2.008
C -0.258 0.192 -0.849
N 0.598 -0.975 -0.748
O -1.327 0.368 -0.321
H -0.043 0.561 -2.960
H 1.205 1.667 -2.105
H -0.601 2.013 -2.204
H 1.607 -0.845 -0.932
H 0.433 -1.735 -0.078
H 0.491 -3.387 2.064
H -0.239 -2.112 2.374
O 0.651 -2.512 2.319
H -2.121 -1.498 1.799
H -2.223 -1.109 0.339
O -2.788 -1.361 1.123
H 1.978 3.688 1.051
H 0.960 3.042 0.182
O 1.488 2.845 0.955
```

Results
HOMO level ... -10.356 eV
F_max ... 0.053 Eh/bohr
2S+1 ... 1
Energy above the lowest of the compared OMol25 structures with the same formula, charge and spin ... 1.6653 eV
Molecular weight ... 113.11 g/mol

Mulliken population analysis, charges in e, atoms 1 to 8:
1 C -1.17
2 C 0.80
3 N -0.42
4 O -0.60
5 H 0.34
6 H 0.35
7 H 0.29
8 H 0.24

---

(4)
DFT (wB97M-V/def2-TZVPD) results for a cluster of 3 separate species, C13H29ClN2O9P in total.

```
55
C13H29ClN2O9P (wB97M-V/def2-TZVPD)
N -1.110 -0.496 -1.329
C -1.052 -0.735 -2.817
O -0.778 -2.006 -3.220
C -1.237 0.406 -4.000
C -2.758 0.569 -4.567
P -4.065 1.240 -3.360
N -5.354 2.118 -2.431
Cl -2.761 2.269 -2.016
O -4.203 -0.260 -2.412
C -5.144 -1.223 -3.077
C -6.278 -0.219 -3.780
O -5.433 0.810 -4.410
H -2.078 -0.672 -0.943
H -0.743 0.438 -1.045
H -0.599 -0.019 -4.918
H -0.691 1.436 -3.742
H -3.121 -0.525 -4.879
H -2.742 1.175 -5.594
H -4.042 2.431 -4.220
H -5.769 2.888 -3.016
H -4.884 2.593 -1.616
H -5.623 -2.065 -2.412
H -4.735 -1.772 -4.052
H -6.962 0.063 -2.874
H -7.027 -0.730 -4.536
C 1.439 -0.658 5.910
C 0.964 0.408 4.938
O 0.944 -0.096 3.596
C -0.106 -0.899 3.287
O -1.015 -1.214 4.038
O 0.047 -1.315 2.005
C -0.942 -2.249 1.582
H 2.404 -1.067 5.593
H 1.542 -0.244 6.918
H 0.738 -1.497 5.955
H 1.667 1.248 4.951
H -0.018 0.805 5.219
H -1.953 -1.865 1.754
H -0.798 -3.203 2.099
H -0.817 -2.415 0.508
C 7.929 0.921 1.079
C 6.741 1.865 1.035
O 5.543 1.163 0.677
C 4.973 0.432 1.669
O 5.384 0.332 2.814
O 3.882 -0.192 1.158
C 3.243 -1.076 2.076
H 8.021 0.372 0.136
H 8.856 1.474 1.260
H 7.816 0.174 1.871
H 6.907 2.621 0.260
H 6.610 2.398 1.983
H 3.003 -0.569 3.016
H 3.880 -1.947 2.258
H 2.308 -1.419 1.622
```

Results
HOMO level ... -4.168 eV
Net charge ... -1
F_max ... 0.157 Eh/bohr
2S+1 ... 1
Molecular weight ... 423.81 g/mol

Mulliken population analysis, charges in e, atoms 1 to 8:
1 N -0.31
2 C 0.30
3 O -0.61
4 C -0.55
5 C -0.60
6 P 0.69
7 N -0.80
8 Cl -0.44